{
  "formula": "C45H51N7O13P",
  "method": "ωB97M-V with the def2-TZVPD basis set",
  "species": ["C", "C", "C", "C", "C", "C", "C", "C", "C", "O", "C", "C", "C", "C", "C", "O", "O", "N", "C", "C", "C", "O", "C", "N", "C", "C", "O", "C", "C", "C", "C", "C", "C", "N", "P", "N", "O", "O", "C", "H", "H", "H", "H", "H", "H", "H", "H", "H", "H", "H", "H", "H", "H", "H", "H", "H", "H", "H", "H", "H", "H", "H", "H", "H", "H", "H", "H", "H", "H", "H", "H", "H", "H", "H", "H", "C", "C", "C", "C", "C", "C", "N", "O", "O", "H", "H", "H", "H", "H", "C", "C", "C", "C", "C", "C", "N", "O", "O", "H", "H", "H", "H", "H", "C", "C", "C", "C", "C", "C", "N", "O", "O", "H", "H", "H", "H", "H"],
  "xyz": [[-7.815, -1.271, 3.214], [-6.385, -2.008, 3.376], [-6.389, -3.564, 3.599], [-5.041, -4.323, 3.775], [-3.717, -3.522, 3.712], [-2.337, -4.343, 3.868], [-1.991, -4.910, 2.377], [-2.518, -5.591, 4.863], [-3.691, -1.964, 3.473], [-2.399, -1.358, 3.450], [-2.156, -0.715, 2.151], [-0.607, -0.740, 1.731], [-0.355, -1.547, 0.404], [1.072, -1.740, -0.162], [1.338, -2.595, -1.479], [1.017, -3.818, -1.446], [1.949, -2.090, -2.665], [1.566, -0.748, -2.748], [2.217, -1.061, 0.697], [3.699, -1.254, 0.115], [4.374, -2.583, 0.720], [3.386, -3.630, 0.930], [5.247, -2.365, 2.051], [4.533, -2.827, 3.307], [1.864, -0.273, 2.006], [3.114, 0.317, 2.800], [3.123, -0.302, 4.103], [4.118, 0.242, 4.961], [3.874, 0.066, 6.506], [4.884, 0.560, 7.581], [6.197, 1.242, 7.116], [6.480, 1.472, 5.589], [5.426, 0.951, 4.539], [0.481, -0.103, 2.488], [0.045, 0.808, 3.949], [-0.183, -0.298, 5.093], [1.214, 1.878, 4.549], [-1.354, 1.802, 3.724], [-5.037, -1.211, 3.330], [-8.047, -0.771, 4.234], [-8.651, -2.016, 2.993], [-7.740, -0.412, 2.458], [-7.418, -4.079, 3.611], [-5.043, -5.453, 3.916], [-1.536, -3.602, 4.231], [-2.601, -4.404, 1.554], [-0.887, -4.689, 2.181], [-2.128, -6.043, 2.425], [-3.102, -5.231, 5.775], [-3.119, -6.404, 4.305], [-1.521, -6.065, 5.154], [-2.801, -1.332, 1.411], [-2.620, 0.343, 2.105], [-1.218, -2.041, -0.176], [2.253, -0.236, -2.149], [1.700, -0.488, -3.746], [4.346, -0.311, 0.290], [3.682, -1.386, -1.034], [5.103, -2.985, -0.083], [3.606, -4.334, 0.268], [5.673, -1.305, 2.177], [6.177, -3.051, 1.942], [5.073, -2.423, 4.088], [4.683, -3.854, 3.399], [2.975, 1.469, 2.831], [4.131, 0.138, 2.323], [2.903, -0.456, 6.834], [4.622, 0.361, 8.673], [6.951, 1.575, 7.900], [7.455, 1.980, 5.275], [5.664, 1.101, 3.432], [0.478, -0.112, 5.869], [1.068, 2.768, 4.136], [-1.354, 2.102, 2.775], [-5.061, -0.085, 3.161], [5.096, 1.014, -8.837], [4.107, 0.046, -8.693], [3.307, 0.033, -7.556], [3.504, 0.998, -6.568], [4.499, 1.966, -6.705], [5.296, 1.969, -7.844], [2.648, 1.005, -5.381], [1.794, 0.126, -5.286], [2.830, 1.890, -4.549], [5.715, 1.025, -9.729], [3.957, -0.696, -9.469], [2.539, -0.727, -7.456], [4.663, 2.718, -5.940], [6.071, 2.719, -7.961], [-0.816, 5.255, -5.663], [-1.293, 5.852, -6.827], [-0.697, 5.567, -8.051], [0.375, 4.677, -8.098], [0.861, 4.082, -6.937], [0.261, 4.375, -5.717], [0.991, 4.353, -9.388], [0.552, 4.908, -10.384], [1.909, 3.542, -9.393], [-1.287, 5.476, -4.710], [-2.132, 6.539, -6.780], [-1.077, 6.039, -8.950], [1.698, 3.392, -6.963], [0.630, 3.914, -4.806], [-8.120, 2.908, -0.973], [-7.908, 1.691, -0.332], [-6.616, 1.286, -0.017], [-5.541, 2.112, -0.345], [-5.747, 3.329, -0.994], [-7.043, 3.724, -1.308], [-4.182, 1.702, 0.007], [-4.039, 0.617, 0.561], [-3.264, 2.463, -0.265], [-9.132, 3.224, -1.213], [-8.752, 1.059, -0.075], [-6.464, 0.335, 0.483], [-4.916, 3.975, -1.258], [-7.215, 4.670, -1.810]],
  "forces_ev_per_a": [[1.29, 0.24, 1.13], [2.15, -1.95, 0.20], [3.08, 2.34, -0.27], [-0.58, 4.27, -0.75], [-1.95, 0.77, 0.10], [-1.04, 0.37, -0.81], [0.93, 0.33, 0.86], [-0.31, 0.37, -0.49], [-3.46, -2.63, 0.52], [-1.26, 0.17, -1.29], [-0.88, -0.12, -0.07], [0.93, -1.73, -2.44], [3.04, 0.93, 1.40], [-0.91, 3.01, 3.50], [-0.82, -4.71, -0.63], [1.42, 5.34, 0.13], [-1.19, -1.78, 3.39], [0.43, 2.08, 0.41], [-3.00, 0.04, 0.17], [-0.29, 0.27, 0.27], [1.02, -0.17, -0.27], [1.20, 0.25, -1.19], [0.97, -1.37, 0.20], [1.14, 0.18, -0.55], [0.50, -2.00, -2.79], [-0.73, 0.65, 0.00], [1.41, 1.96, 0.27], [2.59, 1.22, 3.60], [2.26, 1.22, -0.86], [0.35, 0.08, -4.42], [-2.20, -0.91, -2.62], [-3.55, -2.17, 1.96], [-0.34, -0.31, 2.53], [0.26, -1.34, -4.38], [-1.15, -0.73, 6.99], [0.90, 2.21, -2.38], [-1.87, -0.22, -3.08], [3.44, -1.77, -2.09], [0.02, -3.44, 0.25], [0.25, -0.82, -1.65], [1.31, 1.11, 0.08], [-0.26, -1.44, 0.92], [1.96, 0.75, 0.02], [0.07, 1.88, -0.18], [-1.21, -1.25, -0.53], [0.70, -0.90, 1.21], [-1.40, -0.46, 0.07], [0.07, 1.62, -0.54], [0.92, -0.75, -1.08], [0.85, 1.25, 1.06], [-1.31, 0.83, -0.35], [1.64, 1.10, 0.70], [1.14, -1.72, 0.27], [1.36, 1.04, 1.37], [-0.53, -0.13, -0.99], [-0.14, -0.13, 1.00], [-1.02, -1.65, -0.10], [-0.41, 0.21, 1.91], [-1.02, 0.99, 1.19], [-0.54, 0.85, 0.96], [-0.91, -1.47, -0.27], [-1.28, 1.28, -0.20], [-0.52, -0.22, -0.39], [-0.34, 1.09, -0.25], [0.27, -1.75, 0.33], [-1.78, -0.09, 0.05], [1.75, 0.91, -0.60], [0.59, 0.44, -1.77], [-1.14, -0.45, -1.30], [-1.76, -0.90, 0.35], [-0.35, -0.15, 1.79], [-0.65, -0.05, -0.54], [0.31, -0.68, 0.64], [-0.39, 0.00, 0.98], [0.07, -1.71, 0.28], [-0.03, 0.00, 0.04], [0.04, 0.17, 0.18], [-0.12, -0.12, -0.01], [0.38, -0.02, -0.64], [0.05, 0.16, 0.08], [-0.19, -0.17, 0.04], [0.25, 0.52, 0.12], [0.40, 0.60, -0.48], [-0.35, -0.89, -0.49], [-0.09, 0.00, 0.12], [-0.02, 0.08, 0.14], [0.06, 0.19, 0.13], [-0.16, -0.17, -0.03], [-0.12, -0.07, 0.06], [0.01, 0.00, -0.06], [0.20, -0.18, 0.05], [-0.04, 0.03, -0.06], [-0.38, 0.18, 0.74], [0.04, -0.07, 0.08], [-0.12, 0.12, -0.17], [0.25, -0.09, -0.70], [0.24, -0.31, 0.61], [-0.42, 0.37, 0.08], [0.07, -0.02, -0.12], [0.12, -0.08, -0.06], [0.20, -0.18, 0.02], [-0.10, 0.14, -0.23], [0.01, 0.02, -0.14], [0.05, -0.01, 0.01], [0.19, 0.16, -0.06], [0.00, -0.12, 0.08], [-0.75, 0.21, -0.17], [0.08, 0.12, -0.04], [0.02, -0.24, 0.13], [0.15, 0.06, -0.09], [-0.14, 0.67, -0.49], [-0.32, -0.49, 0.27], [0.13, -0.05, 0.02], [0.14, 0.04, -0.02], [0.17, 0.15, -0.08], [-0.01, -0.22, 0.12], [0.07, -0.12, 0.06]],
  "charge": 1,
  "e_homo_ev": -9.79,
  "max_force_ev_per_a": 7.1
}